# 1
Density functional theory data (ωB97M-V/def2-TZVPD) for a structure of composition C12H14BF5MgN6 in a non-equilibrium geometry.

Spin multiplicity: 1
Kohn-Sham gap (spin up / spin down): 3.9 / 4.3 eV
HOMO (spin up / spin down): -0.5682 / -0.5793 Ha
E_tot: -41303.7703 eV
Charge: +2
Energy above the lowest of the compared OMol25 structures with the same formula, charge and spin: 0.00 kcal/mol
Max |F|: 6.07 eV/Å

```
39
Properties=species:S:1:pos:R:3:forces:R:3:nbo_charge:R:1
C 3.03732 -0.28685 0.45496 -0.1 0.1 -1.2 0.0135
N 1.78177 -0.25895 -0.02731 0.5 0.3 0.3 -0.5281
N 1.89152 -0.20719 -1.41469 -0.7 0.2 0.5 -0.3189
C 3.18508 -0.20469 -1.76920 -0.1 0.0 0.7 0.0423
C 3.95902 -0.26772 -0.61360 -0.5 0.0 0.1 -0.2862
B 0.62530 -0.09157 -2.32552 0.5 -1.3 0.5 0.5255
N -0.36788 -1.23816 -1.93838 0.0 0.4 0.6 -0.3119
N -0.79228 -1.42803 -0.62591 -0.7 -0.3 0.0 -0.5275
C -1.69494 -2.42671 -0.65063 0.7 0.6 -0.9 0.0147
C -1.83673 -2.89933 -1.96738 0.2 0.3 0.2 -0.2756
C -0.99337 -2.10843 -2.74158 -0.2 -0.1 0.6 0.0422
Mg -0.13856 -0.12195 0.87576 0.1 -1.3 -2.5 1.7425
N -0.08667 1.23866 -1.94930 -0.3 1.5 -0.9 -0.2138
N -0.53681 1.39646 -0.63767 -1.5 2.3 0.8 -0.3892
C -1.15093 2.59020 -0.58829 0.8 -1.9 0.4 0.0258
C -1.07191 3.21962 -1.84926 -0.2 0.6 -0.2 -0.0553
C -0.38811 2.32651 -2.67348 0.9 -2.1 0.3 0.0580
H -1.62037 2.97389 0.30985 0.1 -0.1 -0.1 0.2579
H -0.09006 2.37368 -3.70937 -0.1 0.1 0.0 0.2800
H -1.44223 4.18998 -2.11753 -0.1 0.2 -0.1 0.2761
H 0.91884 -0.15355 -3.48658 -0.1 0.2 0.2 0.0170
H -0.79531 -2.09282 -3.79782 0.0 -0.1 -0.1 0.2546
H 3.44019 -0.13623 -2.81430 0.2 -0.1 0.0 0.2547
H -2.45771 -3.71034 -2.28104 -0.2 -0.2 -0.2 0.2666
H 5.02851 -0.30066 -0.53689 0.1 0.0 -0.1 0.2681
H -2.21184 -2.74805 0.24562 0.2 0.0 -0.3 0.2336
H 3.24969 -0.28357 1.51802 -0.1 -0.2 -0.3 0.2385
H -2.54539 -0.93297 2.07539 0.1 -0.2 0.1 0.2132
C -1.97787 -1.74946 2.54797 -0.2 0.4 0.1 -0.8539
H -2.45408 -2.70277 2.28436 0.3 0.3 0.1 0.2672
H -0.91840 -1.76342 2.21310 -0.2 -0.3 0.2 0.1333
H -2.01886 -1.61492 3.63356 0.2 0.0 -0.3 0.2697
F 0.41958 2.40715 2.02187 -0.3 -2.6 0.4 -0.2511
C 0.43663 1.15228 2.60661 4.4 4.0 1.2 0.4730
F 1.75584 0.87415 2.91739 -2.8 0.0 -1.0 -0.2352
C -0.34843 1.22927 3.89937 -2.1 -0.2 3.3 0.8962
F 0.11430 2.21897 4.69990 -0.3 -1.3 -1.5 -0.2467
F -1.66171 1.48121 3.63609 1.5 -0.4 -0.1 -0.2921
F -0.24313 0.05628 4.57591 -0.1 1.3 -1.1 -0.2788
```
Positions in Å, forces in eV/Å.

***

# 2
Density functional theory data (ωB97M-V/def2-TZVPD) for a structure of composition C12H14BFeN8O.

Spin multiplicity: 6
Kohn-Sham gap (spin up / spin down): 8.0 / 5.1 eV
HOMO (spin up / spin down): -0.5493 / -0.5492 Ha
E_tot: -61688.8370 eV
Charge: +2
<S²>: 8.766
Max |F|: 0.50 eV/Å

```
37
Properties=species:S:1:pos:R:3:forces:R:3:lowdin_spin:R:1
Fe 0.02814 -1.33785 2.03955 -0.1 -0.1 -0.5 4.1596
C -0.02029 2.77800 2.69067 0.0 0.0 0.0 0.0162
C -0.00669 1.50572 3.21700 0.0 0.0 0.0 0.0261
N 0.00417 0.60206 2.22018 0.0 0.0 0.1 0.1153
N -0.00103 1.28576 1.02877 0.0 0.0 0.0 0.0072
C -0.01654 2.59223 1.31641 0.0 0.0 0.0 0.0338
B 0.00659 0.48007 -0.33080 0.0 0.0 0.0 0.0002
N 1.27174 -0.46897 -0.29205 0.0 0.1 0.1 0.0103
C 2.27667 -0.60870 -1.15221 0.0 0.1 0.0 0.0514
C 3.16727 -1.56881 -0.66617 0.0 0.0 0.0 0.0290
C 2.62888 -1.98896 0.52467 0.0 0.0 0.0 0.0272
N 1.47067 -1.32199 0.75339 0.0 -0.1 0.0 0.1587
N -1.24950 -0.47644 -0.28909 0.0 0.1 0.1 0.0102
C -2.26380 -0.62473 -1.13783 0.0 0.1 0.0 0.0492
C -3.14304 -1.58634 -0.63721 0.0 0.0 0.0 0.0276
C -2.58788 -1.99847 0.54978 0.0 0.0 0.0 0.0268
N -1.43090 -1.32599 0.76090 0.0 -0.1 0.0 0.1586
N 0.00782 1.26040 -1.59701 0.0 0.0 0.0 -0.0001
C 0.01722 2.57323 -1.98191 0.0 0.0 0.0 0.0002
C 0.01445 2.61625 -3.34531 -0.1 0.0 0.0 0.0001
C -0.00246 1.26426 -3.74261 0.0 0.0 0.0 0.0003
N -0.00702 0.45224 -2.70709 0.0 0.0 0.0 0.0011
H -0.03194 3.71376 3.22092 0.0 0.0 0.0 0.0011
H -0.00454 1.18938 4.24813 0.0 0.0 0.0 0.0010
H -0.02617 3.33576 0.54366 0.0 0.0 0.0 0.0018
H 2.29922 -0.02857 -2.05951 0.0 0.0 0.0 0.0022
H 4.08214 -1.89576 -1.12836 0.0 0.0 0.0 0.0017
H 3.00220 -2.70655 1.23779 0.0 0.0 0.0 0.0000
H -2.29958 -0.04848 -2.04697 0.0 0.0 0.0 0.0022
H -4.06192 -1.91964 -1.08666 0.0 0.0 0.0 0.0017
H -2.94928 -2.71408 1.27096 0.0 0.0 0.0 0.0000
H 0.03448 3.39365 -1.29126 0.0 0.0 0.0 -0.0001
H 0.00320 3.49334 -3.96794 0.0 0.0 0.0 0.0000
H -0.01342 0.85554 -4.74083 0.0 0.0 0.0 0.0000
O -0.05280 -3.22268 2.76981 0.0 0.1 0.2 0.0730
H -0.07750 -3.96017 2.14072 0.0 -0.1 0.0 0.0021
H -0.06857 -3.58848 3.66751 0.0 0.0 0.0 0.0041
```
Positions in Å, forces in eV/Å.

***

# 3
Density functional theory data (ωB97M-V/def2-TZVPD) for a structure of composition C12H14BN9Pd in a non-equilibrium geometry.

Spin multiplicity: 5
Kohn-Sham gap (spin up / spin down): 5.4 / 4.4 eV
HOMO (spin up / spin down): -0.8277 / -0.8245 Ha
E_tot: -30184.1040 eV
Charge: +4
<S²>: 6.042
Max |F|: 3.86 eV/Å

```
37
Properties=species:S:1:pos:R:3:forces:R:3:lowdin_spin:R:1
C 0.26504 -2.24717 -2.22105 -0.7 1.8 2.3 0.1114
N 0.96020 -1.30446 -1.58541 -1.9 -1.1 -0.4 0.2113
N 2.19937 -1.19899 -2.19242 0.7 -1.8 -1.7 0.1239
C 2.29670 -2.15449 -3.14192 1.8 2.9 1.8 0.1520
C 1.08358 -2.83323 -3.20159 -1.0 -1.3 -1.0 0.4422
B 3.22652 -0.14587 -1.66936 0.0 1.1 -0.2 0.0088
N 2.52517 1.23334 -1.53098 0.2 -1.1 0.9 0.0160
N 1.32473 1.36595 -0.86475 0.2 -0.6 -0.5 0.0259
C 0.96936 2.66484 -0.91530 0.5 0.4 0.3 0.0050
C 2.00119 3.39436 -1.52283 -0.2 -0.8 0.2 0.0132
C 2.97627 2.45437 -1.86653 -1.0 0.0 0.3 0.0111
Pd 0.53580 -0.19192 0.18983 0.3 0.9 -2.2 0.6818
N 3.55305 -0.58337 -0.21561 2.7 -0.8 0.5 0.1319
N 2.56374 -0.66853 0.73709 0.6 -0.6 3.0 0.3149
C 3.13923 -1.00807 1.90273 -2.6 0.6 -1.2 0.1098
C 4.52041 -1.17391 1.68593 0.8 -0.4 1.5 0.4410
C 4.73881 -0.88486 0.33976 -1.7 1.0 -3.1 0.1482
H 2.55156 -1.09797 2.81367 0.2 -0.1 -0.1 0.0002
H 5.62557 -0.86479 -0.27270 0.3 -0.1 0.1 0.0025
H 5.26922 -1.45909 2.39959 0.2 -0.1 0.4 0.0151
H 4.21055 -0.08913 -2.34330 -0.2 -0.1 0.2 -0.0009
H 3.95640 2.54067 -2.29575 0.1 0.3 -0.4 0.0003
H 3.21455 -2.28717 -3.68174 0.2 -0.1 -0.4 0.0023
H 2.04385 4.45220 -1.69017 -0.1 0.3 -0.1 0.0005
H 0.82760 -3.64453 -3.86501 -0.1 -0.2 -0.1 0.0140
H 0.01089 2.98230 -0.52769 0.2 0.2 0.0 0.0000
H -0.76808 -2.44687 -1.94386 0.3 -0.2 -0.1 0.0004
H 0.40131 0.78132 1.89599 0.7 -0.2 0.4 0.0043
C -0.51727 1.41324 1.96805 -0.7 -0.3 -0.6 0.0177
H -0.21053 2.44383 2.13826 0.2 -0.1 -0.1 0.0004
H -1.11732 1.34494 1.05447 -0.3 0.4 -0.1 0.0033
H -1.12522 1.01358 2.78179 0.3 -0.1 0.0 0.0003
N -0.76349 -1.68570 0.68574 -1.5 0.5 0.8 0.1441
C -1.86834 -1.62326 1.12550 2.0 -0.5 -0.5 0.0269
N -2.94291 -1.59276 1.78898 -2.4 -0.1 -0.3 0.2154
C -4.18337 -1.72475 1.39798 3.1 0.2 1.0 0.1344
N -5.33029 -1.82603 1.16365 -1.5 -0.1 -0.3 0.4700
```
Positions in Å, forces in eV/Å.

***

# 4
Density functional theory data (ωB97M-V/def2-TZVPD) for a structure of composition C12H14ClIN2Sn in a non-equilibrium geometry.

Spin multiplicity: 1
Kohn-Sham gap: 6.3 eV
HOMO: -0.2710 Ha
E_tot: -42107.9355 eV
Energy above the lowest of the compared OMol25 structures with the same formula, charge and spin: 0.00 kcal/mol
Max |F|: 1.55 eV/Å

```
31
Properties=species:S:1:pos:R:3:forces:R:3:nbo_charge:R:1
C -4.17102 -0.88580 1.61794 -0.2 0.4 0.0 -0.6430
C -4.06820 -1.50953 0.21813 -0.5 -0.3 0.1 -0.6168
H -3.72433 -1.52900 2.38187 0.0 0.0 -0.1 0.2017
H -5.23171 -0.73859 1.89018 0.3 -0.2 -0.1 0.2110
H -3.71330 0.11733 1.73157 -0.4 -0.9 -0.3 0.2243
H -3.04642 -1.64073 -0.16571 -0.4 -0.1 0.3 0.1914
H -4.52638 -2.50554 0.27165 0.0 0.1 -0.3 0.2038
H -4.61797 -0.91950 -0.52302 0.1 -0.1 0.1 0.2072
C 1.04151 1.14869 2.28886 -0.4 0.1 0.1 0.0639
C 2.25283 1.64332 2.72485 1.0 -0.2 -0.4 -0.2421
C 3.38909 1.42255 1.92420 -0.7 0.0 -0.1 -0.1285
C 3.23736 0.74061 0.71036 -0.2 0.0 0.1 -0.2229
H 0.11998 1.24620 2.89706 0.9 0.0 -0.5 0.2572
H 2.27974 2.18684 3.66550 0.2 -0.2 -0.2 0.2400
H 4.37207 1.79043 2.20829 -0.2 -0.1 0.1 0.2295
H 4.08359 0.51739 0.05697 -0.2 0.2 0.5 0.2218
N 0.87739 0.60057 1.07967 1.2 0.0 -0.1 -0.5297
C 1.96069 0.36363 0.28857 -0.4 0.7 1.2 0.1790
C 1.68478 -0.18222 -1.04214 -0.4 -0.5 -1.4 0.1716
N 0.39360 -0.48341 -1.32070 1.3 0.5 -0.6 -0.4657
C 0.04661 -0.76666 -2.58766 0.5 0.0 0.6 0.0784
C 2.34054 -0.59499 -3.32732 -0.5 -0.2 0.3 -0.1494
C 0.98758 -0.82680 -3.61679 0.0 0.0 0.3 -0.2375
H -1.02668 -0.92342 -2.73868 0.5 0.0 -0.1 0.2242
H 0.64561 -1.05235 -4.61869 0.1 0.0 0.0 0.2326
C 2.69324 -0.28264 -2.02062 -0.3 0.1 0.3 -0.2135
H 3.73248 -0.07706 -1.75016 -0.5 -0.1 -0.3 0.2193
H 3.11290 -0.65210 -4.09457 -0.3 0.0 0.1 0.2303
Sn -1.26171 0.10775 0.44850 -0.5 -0.5 0.4 1.0189
I -2.18114 1.89144 2.60621 -0.1 0.7 0.2 -0.5590
Cl -1.68274 1.79361 -1.20432 0.0 0.3 -0.2 -0.5981
```
Positions in Å, forces in eV/Å.

***

The lowest E_tot belongs to which entry? C12H14BFeN8O